No. 1
This record from OMol25 describes a structure of composition C26H26AuBr2N5O3S in a non-equilibrium geometry. The level of theory is ωB97M-V/def2-TZVPD.

## Properties
Orbital gap (spin up / spin down) in eV: 2.30 / 2.33
Charge: +2
HOMO (spin up / spin down) in eV: -12.4 / -12.4

Geometry as XYZ:
```
64
Properties=species:S:1:pos:R:3:forces:R:3
H -2.3122 -1.7622 -8.1186 -0.064 -0.069 -0.052
C 3.1490 3.0262 2.8116 0.166 0.447 -0.857
C 0.4865 4.0690 1.5505 -0.187 -0.233 0.111
C -0.8092 0.7216 -4.3957 -0.161 0.356 1.169
H -3.1623 -1.7494 1.4119 -0.049 0.044 0.069
O -1.7218 2.5669 -2.6892 -0.205 -0.241 -0.251
H 4.6213 -1.1102 3.5220 -0.066 -0.146 0.058
Br 1.4358 -1.6522 2.2272 0.002 0.135 -0.140
H 0.8941 -0.4643 -3.9226 0.161 -0.118 -0.001
N -2.2794 -0.7999 -0.1582 0.290 -0.606 0.153
H -2.3000 3.0776 3.1987 -0.104 -0.040 0.082
S -0.7847 1.4970 -2.8048 0.543 1.338 -0.999
C -0.0201 -1.0431 -5.7851 -0.042 0.101 0.066
C 0.1049 -0.2907 -4.6373 0.342 -0.269 -0.081
O 2.9704 6.4108 0.5540 -0.245 0.458 -0.139
C 2.5704 5.3308 0.8802 1.159 -0.793 -0.233
H -5.4826 -1.4136 0.5580 -0.113 -0.005 0.037
C -1.8408 1.0004 -5.2778 -0.290 0.207 -0.195
C -1.9556 0.2454 -6.4286 0.092 0.044 0.169
C -4.7971 -0.3244 -1.1791 -0.286 -0.262 0.097
H 0.9330 6.0411 1.7623 0.179 -0.145 -0.109
H 5.4903 0.2944 1.4115 0.170 -0.124 -0.089
H 5.9284 -0.1018 4.0770 -0.007 -0.039 0.158
O 0.5544 1.6946 -2.2849 -0.469 -0.153 -0.762
H -2.7550 0.4489 -7.1270 -0.034 0.027 -0.029
H -0.8513 -2.6735 -7.6779 -0.017 -0.108 -0.046
H 1.3773 2.8259 0.0108 0.163 0.130 0.044
H -0.7440 -1.2767 -8.7349 0.044 0.049 -0.053
H 2.2569 -3.6459 0.9631 -0.148 0.219 -0.202
C -1.4541 3.0532 2.5333 0.295 -0.135 -0.242
C 1.3706 -3.0153 0.8810 -0.034 -0.057 0.135
C 3.6356 3.1327 1.4939 0.259 -1.303 1.198
N -0.1752 1.8651 0.9310 -0.135 -0.513 -0.582
H -5.7876 -0.1302 -1.5670 0.001 -0.004 -0.037
H 3.1761 1.9145 4.6184 -0.055 0.002 0.194
C -3.3463 -1.2305 0.4794 0.394 -0.056 0.065
C 4.8418 -0.1467 3.9808 0.361 -0.461 0.159
C 0.6312 2.9096 0.7848 0.429 0.397 -0.291
N 1.3381 5.1552 1.4731 -0.646 0.387 0.337
H 4.0472 4.3466 -0.0687 -0.194 0.169 0.328
N 3.3621 4.1875 0.6671 -0.506 1.070 -1.164
N -1.2536 0.1928 -1.8879 2.027 -1.268 0.858
H 0.6783 -1.8421 -5.9826 0.070 -0.065 -0.023
Br 1.3733 -2.1860 -0.9071 -0.112 -0.113 0.106
C -4.6378 -1.0348 0.0064 -0.226 0.249 -0.493
C -1.1933 1.9166 1.7822 -0.498 -0.062 0.401
C -3.6906 0.1358 -1.8587 0.447 0.563 -0.020
C 3.5215 1.9634 3.5986 0.528 -0.805 -0.153
H 0.4510 -3.5880 0.9911 0.152 0.171 -0.162
H -0.7751 5.0272 3.0126 0.002 0.091 0.058
C -1.0665 -0.8061 -6.6853 -0.028 0.145 0.381
H 4.4005 -0.1129 4.9708 -0.022 -0.036 0.124
C -0.6041 4.1360 2.4270 0.161 -0.252 -0.269
C 4.4845 2.1168 1.0020 -0.629 0.598 -0.007
H -3.7591 0.6965 -2.7758 -0.157 0.049 -0.138
H -2.5214 1.8082 -5.0560 -0.139 0.061 -0.046
C -1.2591 -1.6844 -7.8639 0.047 -0.069 -0.267
H 2.5404 3.8129 3.2300 -0.020 0.050 0.039
C 4.3775 0.9599 3.1216 -0.403 0.786 -0.566
H -1.8109 1.0378 1.8594 -0.088 -0.121 -0.003
H 4.8590 2.1913 -0.0082 0.081 0.026 -0.138
Au 0.2310 0.0760 -0.2400 -0.042 0.304 0.866
C -2.4128 -0.1343 -1.3241 -1.931 0.118 0.583
C 4.8338 1.0578 1.7954 -0.212 -0.122 0.793
```
Positions in Å, forces in eV/Å.

No. 2
This record from OMol25 describes a cluster of 2 separate species, H2NO4PS in total in a non-equilibrium geometry. The level of theory is ωB97M-V/def2-TZVPD.

## Properties
ΔE to the lowest compared entry with this formula, charge and spin in eV: 2.042
Orbital gap (spin up / spin down) in eV: 6.79 / 6.57
Charge: -2
HOMO (spin up / spin down) in eV: -0.2 / 0.0

Geometry as XYZ:
```
9
Properties=species:S:1:pos:R:3:forces:R:3
H 0.6343 1.7339 -0.6500 -0.768 -1.979 0.806
S 2.0552 -0.4775 0.9286 -0.746 0.797 -0.187
H 0.2495 0.1985 -1.0724 0.080 0.017 -0.033
O 4.8940 0.2018 1.0759 0.159 -0.221 1.062
O 1.6192 -1.9281 0.9651 0.171 0.117 -0.275
O 4.4968 -0.6834 -1.2825 -0.107 -1.142 -0.457
N 0.0809 0.8575 -0.3077 1.488 1.209 -0.291
P 4.1078 0.2394 -0.1872 -0.181 2.226 -1.430
O 3.6195 1.6114 -0.6669 -0.095 -1.024 0.806
```
Positions in Å, forces in eV/Å.

No. 3
This record from OMol25 describes a structure of composition C16H32BrCdN5O2S4Si in a non-equilibrium geometry. The level of theory is ωB97M-V/def2-TZVPD.

## Properties
ΔE to the lowest compared entry with this formula, charge and spin in eV: 1.103
Orbital gap in eV: 4.09
Charge: -2
HOMO in eV: -0.2

Geometry as XYZ:
```
62
Properties=species:S:1:pos:R:3:forces:R:3
H 2.9167 -0.0573 -5.1637 -0.007 0.094 -0.041
H -0.0655 0.2120 -5.1989 -0.087 -0.032 0.112
Br -4.8509 -0.1083 2.4012 0.020 -0.054 0.029
H -1.0454 0.5691 -3.7730 0.006 0.005 -0.118
C 1.2500 2.2748 3.6556 -0.442 -0.371 -0.274
H -0.7255 -1.8986 0.7678 0.126 -0.030 -0.055
N 0.7741 3.1831 -0.3333 0.035 -0.199 0.137
H -1.9350 2.4558 4.3977 -0.065 0.210 -0.091
S -0.2347 5.5224 1.6561 0.903 0.637 0.162
N -0.4334 -0.2789 -1.3820 -0.697 0.853 0.728
C -3.1214 -3.8550 2.1623 0.135 0.978 -0.165
H 0.8925 3.8385 0.4548 -0.069 -0.062 -0.249
C -4.0173 -2.8209 2.4533 0.356 -0.925 -0.029
C 0.7169 1.7821 -3.9228 -0.144 -0.240 0.001
H 2.4178 -1.7501 -1.8271 0.151 -0.004 0.001
H 1.6281 -2.4309 -3.7457 0.002 0.046 -0.077
H 3.2589 -0.3735 -3.4693 0.072 0.061 0.137
Cd -0.4810 1.2329 0.6694 0.288 0.866 -0.727
H -3.3629 -4.8785 2.4190 0.027 -0.045 -0.003
C 0.4788 -0.8065 -2.0896 0.259 -0.693 -0.470
N -2.5036 -1.2147 1.5072 -0.223 -0.688 0.103
H 1.5253 -1.3533 -0.3679 0.076 -0.019 -0.033
H 3.6400 -1.5945 -4.6901 0.107 -0.059 -0.079
H 0.9332 3.3137 3.6018 -0.141 0.158 -0.112
O 3.8446 1.5119 -0.8332 0.798 -0.099 -0.286
O 2.0221 0.8277 0.2604 -0.827 -0.644 0.617
H 1.6297 2.0903 4.6603 -0.029 -0.167 0.224
C -1.9082 -3.5355 1.5362 -0.437 -0.657 0.295
C 0.4453 -0.6795 3.6568 -0.200 0.496 -0.207
H -1.0689 0.3491 -1.8711 0.069 -0.039 -0.132
C -1.5529 1.4445 4.5009 0.328 -0.111 -0.673
H 0.8411 -0.7105 4.6701 0.068 0.079 0.239
Si -0.1925 1.0884 3.1616 0.395 -0.065 1.036
C -3.6420 -1.5488 2.0853 0.298 0.848 -0.268
C 1.5329 -1.4532 -4.2219 0.330 -0.160 -0.050
S -2.4011 2.4933 -1.3370 0.237 -1.459 0.018
H -4.9632 -3.0031 2.9417 -0.007 0.015 -0.016
N 1.9985 2.7927 -0.9237 0.227 0.090 0.031
H 2.6506 3.5523 -1.1131 -0.190 -0.308 0.157
H -2.3952 0.7645 4.4098 -0.199 -0.163 -0.064
S -1.9202 4.4944 1.3684 -1.030 -0.668 -0.335
H 1.0323 -2.7521 -1.3557 -0.066 -0.107 -0.098
H -0.3476 -1.4206 3.5881 -0.212 -0.138 -0.006
C 1.4297 -1.7368 -1.3827 0.030 0.182 0.186
H 2.0739 2.1529 2.9567 0.146 -0.046 -0.150
S -2.4309 4.4054 -0.6956 0.119 1.128 0.519
C 2.6781 1.6193 -0.4400 -0.316 0.866 -0.455
H 1.2365 -0.9801 2.9760 0.218 -0.047 -0.164
H 0.2026 3.6552 -1.0362 -0.031 -0.252 0.283
H 0.9327 1.9255 -2.8661 0.012 0.125 0.062
C -0.9221 -4.5996 1.1527 -0.018 0.079 -0.055
H -1.1641 -5.5495 1.6282 0.040 -0.033 0.006
H 0.0934 2.6050 -4.2625 -0.070 0.133 0.001
H -1.1500 1.3413 5.5081 0.216 -0.056 0.103
C 2.9229 -0.8288 -4.3970 -0.162 -0.095 -0.010
H 0.0867 -4.3043 1.4380 0.068 -0.055 -0.018
H 1.0887 -1.6270 -5.2118 0.008 -0.037 0.157
H -0.9408 -4.7404 0.0702 0.097 -0.083 -0.007
H 1.6592 1.8042 -4.4656 0.135 -0.008 -0.042
C -1.6452 -2.2096 1.2459 -0.526 0.661 0.106
N 0.6061 -0.6617 -3.4533 -0.032 0.035 0.105
C -0.0182 0.4598 -4.1319 -0.175 0.276 0.005
```
Positions in Å, forces in eV/Å.